ORCA calculation (ωB97M-V/def2-TZVPD) on a molecular structure, C4H8BeO3 in a non-equilibrium geometry.

CARTESIAN COORDINATES (ANGSTROEM)
O: -1.71777 -0.34924 -0.53737
O: 0.94827 -0.20032 0.14540
O: -0.91102 0.20019 -2.57279
C: -1.24203 0.78015 0.19684
C: 2.09701 -0.67584 0.82592
C: -0.02911 0.37140 0.99657
C: -1.84067 -0.30017 -1.90144
Be: 0.85421 0.21236 -1.57877
H: 0.37688 1.25794 1.51075
H: 2.77689 -1.08770 0.07112
H: -2.34788 -1.22275 -2.23532
H: 1.81015 -1.45994 1.54135
H: -2.03904 1.07611 0.88944
H: 2.59376 0.14772 1.36048
H: -0.31348 -0.37487 1.75611
H: -1.01617 1.62495 -0.46830

## Properties
Electronic energy = -397.52972 hartree

=====

ORCA calculation (ωB97M-V/def2-TZVPD) on a molecular structure, C4H8BeO3 in a non-equilibrium geometry.

CARTESIAN COORDINATES (ANGSTROEM)
O: -0.31065 1.83336 0.23108
O: -0.35472 -0.99788 0.17598
O: 1.96470 0.59861 0.22513
C: 0.05753 -1.01650 1.45002
C: 2.05469 -0.18629 -0.72031
C: -0.97194 1.13164 -0.74425
C: -1.48207 -0.20510 -0.20306
Be: 0.75814 0.88838 0.92119
H: -0.20849 0.88314 -1.59781
H: -2.14825 -0.06611 0.66149
H: -2.00251 -0.76208 -0.99210
H: 1.33769 -1.02218 -0.81528
H: 2.99381 -0.23944 -1.29427
H: -1.85611 1.67245 -1.13147
H: -0.69223 -0.77362 2.21277
H: 0.86043 -1.73841 1.62089

## Properties
Electronic energy = -397.36464 hartree
2S+1 = 2
Expectation value of S² = 0.75
Total charge = +1

=====

ORCA calculation (ωB97M-V/def2-TZVPD) on 2 unconnected molecules or ions with the total composition C4H8Br in a non-equilibrium geometry.

CARTESIAN COORDINATES (ANGSTROEM)
Br: 0.99147 -1.11431 -4.07212
C: 0.64551 0.23659 1.49404
C: 1.86614 -0.14657 0.98036
C: -1.66716 0.12859 0.33113
C: -0.31528 0.72981 0.69750
H: -1.95948 0.57087 -0.67215
H: 0.31045 1.42788 0.11269
H: -2.45229 0.22365 1.15732
H: -0.38648 -0.87814 -3.74672
H: 0.27156 0.53779 2.40309
H: -1.69143 -0.99484 0.15430
H: 2.57632 0.48431 0.42237
H: 1.81066 -1.20565 0.73817

## Properties
Electronic energy = -2730.99394 hartree
2S+1 = 2
Expectation value of S² = 0.75

=====

ORCA calculation (ωB97M-V/def2-TZVPD) on a molecular structure, C4H8Br2O in a non-equilibrium geometry.

CARTESIAN COORDINATES (ANGSTROEM)
Br: 2.06390 1.90810 -1.51430
Br: 0.84080 1.94792 1.42965
O: 0.76734 -0.12880 -0.21938
C: -0.75870 1.71806 -0.73591
C: 0.60310 1.19677 -0.29822
C: -0.08388 -0.90638 0.60392
C: 0.14752 -2.37481 0.35601
H: 0.11401 -0.58848 1.71537
H: 1.16984 -2.47182 0.06083
H: -0.00180 -2.76968 1.26580
H: -1.46834 1.62979 0.03320
H: -0.68338 2.80711 -0.84584
H: -1.12777 -0.51983 0.21722
H: -1.13375 1.20380 -1.67721
H: -0.44888 -2.65175 -0.39114

## Properties
Electronic energy = -5380.42565 hartree

=====

Record order is preserved below.
ΔE to the lowest compared entry with this formula, charge and spin: 65.3; 0.0; 393.3; 44.9 kJ/mol